{"formula": "C42H112O42S14", "method": "ωB97M-V/def2-TZVPD", "symbols": ["O", "S", "O", "O", "C", "C", "C", "H", "H", "H", "H", "H", "H", "H", "H", "O", "S", "O", "O", "C", "C", "C", "H", "H", "H", "H", "H", "H", "H", "H", "O", "S", "O", "O", "C", "C", "C", "H", "H", "H", "H", "H", "H", "H", "H", "O", "S", "O", "O", "C", "C", "C", "H", "H", "H", "H", "H", "H", "H", "H", "O", "S", "O", "O", "C", "C", "C", "H", "H", "H", "H", "H", "H", "H", "H", "O", "S", "O", "O", "C", "C", "C", "H", "H", "H", "H", "H", "H", "H", "H", "O", "S", "O", "O", "C", "C", "C", "H", "H", "H", "H", "H", "H", "H", "H", "O", "S", "O", "O", "C", "C", "C", "H", "H", "H", "H", "H", "H", "H", "H", "O", "S", "O", "O", "C", "C", "C", "H", "H", "H", "H", "H", "H", "H", "H", "O", "S", "O", "O", "C", "C", "C", "H", "H", "H", "H", "H", "H", "H", "H", "O", "S", "O", "O", "C", "C", "C", "H", "H", "H", "H", "H", "H", "H", "H", "O", "S", "O", "O", "C", "C", "C", "H", "H", "H", "H", "H", "H", "H", "H", "O", "S", "O", "O", "C", "C", "C", "H", "H", "H", "H", "H", "H", "H", "H", "O", "S", "O", "O", "C", "C", "C", "H", "H", "H", "H", "H", "H", "H", "H"], "xyz": [[7.265, -7.652, 4.982], [6.860, -8.188, 3.664], [5.398, -8.277, 3.358], [7.634, -7.270, 2.409], [7.087, -7.137, 1.172], [7.776, -8.046, 0.195], [7.815, -9.830, 3.390], [7.047, -6.059, 1.019], [6.069, -7.515, 1.265], [7.343, -7.949, -0.801], [7.648, -9.044, 0.614], [8.849, -7.865, 0.134], [8.787, -9.533, 2.995], [7.159, -10.432, 2.761], [8.001, -10.235, 4.385], [2.468, 3.438, -8.452], [1.747, 2.613, -9.402], [0.290, 2.788, -9.690], [2.449, 2.459, -10.817], [3.871, 2.416, -10.881], [4.418, 1.909, -12.214], [2.030, 0.794, -8.881], [4.184, 1.742, -10.084], [4.395, 3.372, -10.870], [4.548, 2.587, -13.057], [3.852, 1.102, -12.680], [5.360, 1.380, -12.070], [3.057, 0.628, -8.556], [1.922, 0.148, -9.752], [1.284, 0.648, -8.099], [2.458, -9.493, -4.178], [2.233, -8.962, -5.538], [3.253, -9.174, -6.607], [0.844, -9.632, -5.967], [0.801, -11.015, -6.420], [1.040, -11.050, -7.906], [1.616, -7.236, -5.528], [-0.150, -11.500, -6.200], [1.681, -11.569, -6.092], [2.100, -11.278, -8.015], [0.848, -10.084, -8.372], [0.293, -11.617, -8.463], [0.764, -7.204, -4.849], [1.270, -7.029, -6.540], [2.445, -6.588, -5.242], [-5.646, 4.766, 7.995], [-6.583, 5.005, 6.925], [-6.398, 4.452, 5.572], [-8.121, 4.619, 7.583], [-9.259, 4.830, 6.794], [-10.547, 4.743, 7.644], [-6.759, 6.899, 6.813], [-9.274, 3.993, 6.096], [-9.307, 5.814, 6.328], [-11.435, 4.765, 7.013], [-10.642, 5.649, 8.242], [-10.627, 3.852, 8.268], [-7.046, 7.273, 7.796], [-7.453, 6.842, 5.974], [-5.858, 7.337, 6.383], [-11.455, -2.038, 6.540], [-10.203, -2.462, 5.879], [-9.903, -1.985, 4.503], [-8.877, -2.049, 6.798], [-8.958, -2.266, 8.203], [-7.556, -2.603, 8.678], [-9.968, -4.370, 5.769], [-9.628, -3.057, 8.539], [-9.258, -1.313, 8.639], [-7.626, -2.984, 9.697], [-6.927, -1.716, 8.743], [-7.001, -3.241, 7.990], [-9.076, -4.581, 6.358], [-9.941, -4.636, 4.712], [-10.900, -4.820, 6.111], [-0.399, 11.396, -3.296], [-0.658, 10.724, -4.560], [-1.865, 10.839, -5.324], [0.541, 11.260, -5.565], [0.490, 12.589, -5.963], [0.028, 12.701, -7.413], [-0.273, 8.933, -4.338], [1.535, 12.831, -5.769], [-0.067, 13.301, -5.354], [0.075, 13.717, -7.806], [-0.989, 12.322, -7.515], [0.685, 12.050, -7.989], [0.811, 8.825, -4.305], [-0.662, 8.323, -5.154], [-0.673, 8.776, -3.337], [7.597, 5.507, -4.174], [7.508, 5.215, -2.732], [6.998, 3.995, -2.145], [9.049, 5.479, -2.187], [9.296, 5.098, -0.903], [9.529, 3.568, -0.541], [6.821, 6.691, -1.906], [8.788, 5.567, -0.060], [10.226, 5.667, -0.900], [10.212, 3.112, -1.257], [8.644, 2.932, -0.583], [9.922, 3.426, 0.466], [5.980, 6.390, -1.280], [6.371, 7.213, -2.750], [7.600, 7.280, -1.422], [13.134, -0.772, 5.967], [12.107, -1.172, 6.948], [12.298, -0.912, 8.408], [10.554, -0.737, 6.377], [9.430, -1.234, 7.071], [8.195, -1.004, 6.100], [12.033, -3.020, 6.659], [9.348, -0.515, 7.886], [9.365, -2.251, 7.457], [8.033, 0.035, 5.814], [7.366, -1.558, 6.538], [8.363, -1.460, 5.124], [11.885, -2.857, 5.592], [11.127, -3.489, 7.044], [12.990, -3.477, 6.909], [-0.082, -1.879, 10.907], [0.762, -1.868, 9.649], [0.285, -1.178, 8.454], [2.316, -1.477, 10.073], [2.752, -1.928, 11.304], [2.381, -0.814, 12.245], [0.978, -3.713, 9.202], [3.835, -2.040, 11.354], [2.368, -2.907, 11.589], [2.727, 0.157, 11.888], [2.681, -1.011, 13.274], [1.306, -0.654, 12.322], [-0.008, -3.963, 8.809], [1.304, -4.225, 10.107], [1.804, -3.748, 8.492], [7.467, 7.709, 4.490], [6.446, 7.226, 5.385], [5.726, 8.082, 6.338], [5.392, 6.347, 4.472], [4.192, 5.849, 5.114], [3.083, 5.697, 4.082], [7.202, 5.869, 6.427], [3.863, 6.569, 5.863], [4.397, 4.832, 5.448], [3.081, 6.442, 3.287], [2.122, 5.530, 4.570], [3.043, 4.787, 3.484], [6.600, 5.706, 7.321], [8.098, 6.290, 6.883], [7.665, 5.013, 5.937], [-9.765, 5.167, -2.470], [-9.490, 5.609, -3.874], [-9.978, 4.737, -4.960], [-10.030, 7.206, -4.007], [-9.619, 8.187, -2.988], [-10.861, 8.115, -2.022], [-7.595, 5.933, -4.125], [-9.604, 9.056, -3.646], [-8.714, 7.869, -2.470], [-11.195, 7.154, -1.630], [-11.735, 8.619, -2.434], [-10.577, 8.637, -1.108], [-7.432, 6.598, -4.974], [-7.142, 4.948, -4.240], [-7.181, 6.530, -3.313], [-7.152, -8.705, -0.329], [-6.036, -8.262, -1.137], [-6.130, -6.979, -1.839], [-4.702, -8.275, -0.187], [-3.682, -7.282, -0.331], [-2.379, -8.175, -0.145], [-5.531, -9.642, -2.331], [-3.731, -6.440, 0.360], [-3.707, -6.951, -1.369], [-1.413, -7.683, -0.023], [-2.313, -8.737, -1.076], [-2.513, -8.960, 0.599], [-4.598, -9.231, -2.717], [-6.369, -9.639, -3.029], [-5.481, -10.598, -1.811], [-1.435, 1.199, -0.849], [-2.100, -0.065, -1.127], [-2.684, -0.338, -2.414], [-1.033, -1.277, -0.880], [-0.250, -1.062, 0.263], [1.185, -0.576, -0.166], [-3.497, -0.541, 0.026], [-0.179, -2.064, 0.687], [-0.560, -0.468, 1.123], [1.897, -0.487, 0.655], [1.081, 0.447, -0.526], [1.566, -1.174, -0.995], [-4.004, -1.428, -0.354], [-4.239, 0.255, -0.031], [-3.209, -0.602, 1.075], [-7.237, -4.987, -11.083], [-6.231, -4.421, -10.202], [-5.538, -5.184, -9.155], [-5.181, -3.661, -11.230], [-3.831, -3.432, -10.904], [-3.148, -2.504, -11.860], [-6.852, -2.861, -9.371], [-3.304, -4.382, -10.814], [-3.844, -3.021, -9.894], [-2.065, -2.619, -11.810], [-3.408, -1.492, -11.549], [-3.370, -2.570, -12.925], [-5.983, -2.351, -8.955], [-7.375, -3.203, -8.478], [-7.534, -2.227, -9.938]], "mulliken_charge": [-0.582, 1.174, -0.604, -0.348, -0.268, -0.910, -0.900, 0.313, 0.305, 0.355, 0.177, 0.282, 0.303, 0.315, 0.388, -0.572, 1.139, -0.597, -0.265, -0.005, -1.319, -0.965, 0.260, 0.223, 0.324, 0.361, 0.378, 0.351, 0.327, 0.360, -0.602, 1.091, -0.586, -0.259, -0.350, -0.919, -0.846, 0.364, 0.269, 0.288, 0.264, 0.317, 0.309, 0.297, 0.363, -0.574, 1.098, -0.575, -0.311, -0.032, -1.322, -0.869, 0.287, 0.281, 0.377, 0.330, 0.331, 0.288, 0.323, 0.369, -0.602, 1.159, -0.606, -0.320, -0.246, -1.123, -0.806, 0.359, 0.311, 0.351, 0.309, 0.301, 0.247, 0.349, 0.316, -0.608, 1.219, -0.608, -0.300, -0.373, -0.967, -0.870, 0.323, 0.331, 0.358, 0.247, 0.281, 0.299, 0.320, 0.346, -0.606, 1.232, -0.598, -0.342, -0.365, -1.081, -0.906, 0.345, 0.361, 0.295, 0.306, 0.364, 0.308, 0.372, 0.316, -0.558, 1.050, -0.585, -0.275, -0.216, -1.144, -0.834, 0.279, 0.349, 0.294, 0.353, 0.323, 0.319, 0.293, 0.351, -0.582, 1.103, -0.571, -0.297, -0.133, -1.142, -0.888, 0.333, 0.194, 0.298, 0.367, 0.326, 0.360, 0.308, 0.324, -0.569, 1.127, -0.601, -0.255, -0.149, -1.273, -1.027, 0.367, 0.264, 0.330, 0.361, 0.337, 0.351, 0.393, 0.342, -0.580, 1.129, -0.577, -0.324, -0.255, -1.017, -0.897, 0.288, 0.280, 0.307, 0.296, 0.349, 0.342, 0.344, 0.316, -0.578, 1.090, -0.591, -0.292, -0.226, -1.038, -0.833, 0.294, 0.329, 0.355, 0.246, 0.298, 0.270, 0.364, 0.311, -0.588, 1.183, -0.606, -0.301, -0.402, -1.068, -0.888, 0.402, 0.329, 0.365, 0.299, 0.284, 0.321, 0.350, 0.322, -0.576, 1.105, -0.581, -0.305, -0.091, -1.167, -0.868, 0.280, 0.299, 0.331, 0.292, 0.320, 0.298, 0.349, 0.317], "e_lumo_ev": -0.03, "charge": 0, "total_energy_ev": -283039.28192, "mol_weight_g_mol": 1738.3, "spin_multiplicity": 1, "gap_ev": 10.603, "largest_force_ev_per_a": 5.45, "relative_energy_ev": 13.277}